This record from the Open Molecules 2025 dataset describes 3 unconnected molecules or ions with the total composition C31H50B2F4N5O10S at a distorted geometry. The level of theory is the ωB97M-V functional and the def2-TZVPD basis.

Each line ends with the Löwdin charge.
Positions of all 103 atoms, in Å:
H  8.776  -3.290  0.704  0.0757
O  0.710  -6.817  -6.168  0.0849
C  -1.236  -5.899  -3.337  0.0083
C  -0.573  -5.790  -4.557  -0.1361
H  -1.233  -6.827  -2.777  0.1238
H  -1.563  3.503  -2.503  0.1201
H  1.200  4.979  -1.040  0.1064
H  4.074  4.287  -2.782  0.1072
C  -1.931  -3.602  -3.540  -0.0827
H  6.433  4.376  -1.126  0.1094
S  -1.834  0.427  0.615  0.8253
H  8.082  1.415  -2.210  0.1166
C  -4.762  3.043  3.296  -0.4936
F  -0.282  -0.132  0.297  -0.1525
H  5.798  0.473  -2.519  0.1046
H  -2.468  -2.747  -3.146  0.0649
O  -0.808  -3.204  6.313  0.0725
C  -0.096  3.171  -0.871  -0.2003
H  -2.333  3.393  -0.855  0.1043
C  -3.118  0.194  6.176  -0.0745
O  -4.211  -2.202  -1.731  0.1681
C  -1.552  2.907  -1.518  -0.1662
H  4.561  0.088  -0.363  0.0820
H  7.094  -2.370  2.124  0.1034
C  6.089  3.316  -1.368  -0.1935
O  -1.757  1.676  1.416  -0.2406
H  5.359  -0.755  1.665  0.1079
C  -3.238  -1.571  8.333  0.0044
O  -4.193  -0.716  -3.775  0.1728
O  -6.927  1.690  -2.147  0.1525
H  -4.273  -2.089  -0.755  0.1329
H  5.098  -1.580  -0.869  0.1110
C  -4.901  1.664  1.388  -0.1334
F  -5.082  1.975  4.142  0.1172
N  -4.857  0.234  -1.530  0.2843
H  -3.074  0.883  5.340  0.0880
O  -1.650  -3.780  8.216  0.0834
H  -0.057  -4.500  -6.216  0.1230
H  0.342  4.641  -2.614  0.1090
O  -2.513  -0.705  1.346  -0.2802
H  -5.835  1.000  1.274  0.1502
H  -4.458  -1.553  -4.217  0.1407
C  3.551  4.098  -1.781  -0.1875
C  -1.261  -3.497  -4.755  -0.0643
N  -4.403  2.061  0.048  0.1046
H  2.259  2.296  -1.617  0.0883
H  -3.295  -2.250  9.175  0.1223
H  6.997  -0.874  -2.255  0.1059
F  -3.383  3.301  3.245  0.1230
C  5.486  -0.546  -0.538  -0.2068
C  6.964  2.301  -0.465  -0.2101
H  -2.438  -4.872  -1.882  0.1082
C  -0.576  -4.593  -5.268  0.0052
H  -2.407  1.307  -2.908  0.1438
H  -1.274  -2.562  -5.304  0.1070
H  6.932  0.034  1.184  0.0940
C  4.555  3.213  -0.869  -0.2108
H  8.869  -1.537  0.196  0.0679
H  6.040  -3.049  0.797  0.1046
H  -8.318  -0.678  -1.423  0.0978
H  -4.558  1.365  7.260  0.1072
H  -7.616  -0.191  0.195  0.0979
H  4.269  2.115  -0.955  0.0719
C  -1.837  1.387  -1.913  -0.1439
C  0.850  4.135  -1.735  -0.1814
C  -1.916  -4.798  -2.830  -0.0589
C  7.537  1.049  -1.270  -0.2203
C  -2.334  -0.954  6.171  -0.0023
H  -4.670  -0.205  9.169  0.1112
C  -4.016  -0.418  8.331  -0.0609
H  4.447  3.483  0.242  0.1211
B  -6.341  0.528  -1.573  -0.4125
O  0.079  -7.995  -4.472  0.0863
H  6.182  3.116  -2.484  0.1118
N  -1.556  -3.028  7.261  -0.3496
C  6.835  -2.261  1.008  -0.2530
H  7.936  -2.826  -0.855  0.0695
C  -2.396  -1.828  7.253  -0.1430
H  8.329  0.494  -0.652  0.0917
H  0.379  2.181  -0.576  0.0871
H  -4.170  1.081  2.029  0.1335
B  -4.381  -0.956  -2.384  -0.5517
H  -6.858  -1.573  -0.730  0.0834
H  -0.819  0.895  -2.120  0.1523
C  6.443  -0.032  -1.709  -0.2073
O  -5.359  2.885  2.036  0.0489
H  -0.298  3.722  0.119  0.1146
C  8.192  -2.448  0.184  -0.1268
C  -3.953  0.463  7.256  -0.0718
F  -5.335  4.191  3.879  0.1163
C  6.199  -0.775  0.876  -0.2224
C  2.179  3.310  -2.128  -0.1960
H  -4.970  2.778  -0.419  0.1639
C  -4.016  0.961  -0.801  -0.1713
C  -7.336  -0.545  -0.866  0.0140
H  7.881  2.909  -0.124  0.1109
H  -1.685  -1.151  5.326  0.1164
H  -7.812  1.778  -1.717  0.1349
N  -2.608  0.577  -0.908  -0.1385
N  0.126  -6.955  -5.106  -0.3473
H  6.428  2.015  0.510  0.1021
H  2.092  3.096  -3.255  0.1111
H  3.357  5.071  -1.212  0.1065

Net charge: +1
DFT total energy, Eh: -3084.33233